No. 1
{"formula": "C28H67BrClNO8", "method": "ωB97M-V with the def2-TZVPD basis set", "species": ["C", "C", "Br", "C", "C", "C", "N", "C", "O", "C", "Cl", "H", "H", "H", "H", "H", "H", "H", "H", "H", "H", "H", "C", "C", "C", "O", "H", "H", "H", "H", "H", "H", "H", "H", "C", "C", "C", "O", "H", "H", "H", "H", "H", "H", "H", "H", "C", "C", "C", "O", "H", "H", "H", "H", "H", "H", "H", "H", "C", "C", "C", "O", "H", "H", "H", "H", "H", "H", "H", "H", "C", "C", "C", "O", "H", "H", "H", "H", "H", "H", "H", "H", "C", "C", "C", "O", "H", "H", "H", "H", "H", "H", "H", "H", "C", "C", "C", "O", "H", "H", "H", "H", "H", "H", "H", "H"], "positions_angstrom": [[0.530, 0.932, -3.110], [-0.797, 0.942, -3.858], [-0.409, 0.863, -5.806], [-1.679, -0.252, -3.513], [-3.170, -0.049, -3.682], [-3.716, 0.772, -4.845], [-3.743, 2.185, -4.439], [-3.852, 2.178, -3.054], [-3.878, 3.101, -2.341], [-3.920, 0.702, -2.573], [-3.402, 0.411, -0.934], [0.827, -0.045, -2.768], [0.508, 1.638, -2.294], [1.297, 1.285, -3.778], [-1.290, 1.869, -3.649], [-1.435, -0.548, -2.502], [-1.405, -1.081, -4.143], [-3.639, -1.015, -3.820], [-4.769, 0.496, -4.847], [-3.389, 0.569, -5.848], [-2.913, 2.706, -4.696], [-4.955, 0.415, -2.729], [4.955, -0.326, -0.406], [3.833, 0.687, -0.558], [3.578, 1.424, 0.744], [2.633, 0.026, -0.972], [4.693, -1.071, 0.350], [5.124, -0.865, -1.341], [5.891, 0.150, -0.108], [4.083, 1.399, -1.346], [3.279, 0.729, 1.530], [2.761, 2.135, 0.622], [4.464, 1.962, 1.082], [2.396, -0.609, -0.285], [-4.876, -2.739, -6.695], [-5.345, -3.297, -5.360], [-6.365, -4.409, -5.547], [-5.903, -2.251, -4.564], [-5.716, -2.309, -7.248], [-4.146, -1.942, -6.542], [-4.418, -3.515, -7.311], [-4.487, -3.678, -4.804], [-7.252, -4.032, -6.064], [-6.692, -4.794, -4.581], [-5.950, -5.233, -6.130], [-6.668, -1.895, -5.032], [5.411, 3.618, 4.687], [4.564, 2.401, 4.349], [4.035, 1.728, 5.607], [5.331, 1.471, 3.580], [6.281, 3.328, 5.283], [5.784, 4.087, 3.776], [4.837, 4.356, 5.249], [3.727, 2.700, 3.717], [4.861, 1.378, 6.233], [3.432, 0.855, 5.350], [3.422, 2.414, 6.194], [6.083, 1.187, 4.114], [-0.837, 2.816, 3.664], [0.083, 2.445, 2.513], [-0.392, 1.185, 1.802], [1.415, 2.253, 2.999], [-0.859, 2.021, 4.412], [-0.478, 3.718, 4.164], [-1.856, 2.993, 3.315], [0.132, 3.269, 1.799], [-0.402, 0.335, 2.491], [0.284, 0.931, 0.983], [-1.396, 1.314, 1.397], [1.394, 1.526, 3.633], [-1.319, 3.484, 7.862], [-2.163, 2.271, 7.502], [-2.702, 1.580, 8.745], [-1.391, 1.352, 6.728], [-0.454, 3.184, 8.461], [-0.937, 3.965, 6.961], [-1.896, 4.215, 8.430], [-2.994, 2.580, 6.867], [-1.880, 1.222, 9.372], [-3.302, 0.711, 8.470], [-3.319, 2.256, 9.338], [-0.647, 1.061, 7.269], [0.542, -2.865, -7.473], [0.756, -2.801, -5.969], [1.748, -3.853, -5.498], [-0.492, -2.976, -5.293], [0.133, -3.838, -7.761], [-0.176, -2.106, -7.787], [1.476, -2.708, -8.014], [1.118, -1.809, -5.697], [1.378, -4.858, -5.722], [1.884, -3.792, -4.418], [2.718, -3.726, -5.980], [-0.829, -3.850, -5.522], [3.080, -2.760, 2.253], [2.011, -1.837, 2.821], [2.149, -1.691, 4.329], [0.712, -2.330, 2.496], [2.989, -3.764, 2.676], [2.965, -2.856, 1.172], [4.081, -2.382, 2.466], [2.089, -0.854, 2.353], [2.027, -2.659, 4.821], [1.376, -1.028, 4.722], [3.127, -1.287, 4.598], [0.615, -3.200, 2.901]], "mulliken_charge": [-1.772, 0.321, -0.144, -0.847, 0.841, -1.213, -0.364, 0.299, -0.534, -0.395, -0.135, 0.345, 0.345, 0.427, 0.341, 0.640, 0.007, 0.164, 0.324, 0.478, 0.382, 0.436, -1.171, 0.267, -0.714, -0.324, 0.123, 0.338, 0.394, 0.299, -0.126, 0.227, 0.455, 0.212, -1.089, 0.527, -1.450, -0.512, 0.356, 0.126, 0.394, 0.263, 0.361, 0.351, 0.380, 0.337, -1.548, 1.078, -1.221, -0.536, 0.363, 0.368, 0.371, 0.010, 0.443, 0.026, 0.359, 0.312, -1.497, 0.386, -0.836, -0.233, 0.329, 0.324, 0.428, 0.299, 0.186, 0.026, 0.394, 0.158, -1.203, 0.455, -1.370, -0.471, 0.334, 0.239, 0.387, 0.261, 0.351, 0.332, 0.380, 0.313, -1.421, 0.773, -1.492, -0.500, 0.347, 0.297, 0.389, 0.188, 0.350, 0.350, 0.391, 0.313, -1.568, 2.170, -1.363, -0.546, 0.444, 0.358, 0.305, -1.078, 0.426, 0.316, 0.242, 0.342], "e_tot_ev": -130557.8850, "smiles": "C[C@@H](Br)C[C@@H]1CNC(=O)[C@@H]1Cl.CC(C)O.CC(C)O.CC(C)O.CC(C)O.CC(C)O.CC(C)O.CC(C)O", "lumo_ev": 0.565, "spin_multiplicity": 1}

=====

No. 2
{"formula": "C2H4N2O2S", "method": "ωB97M-V with the def2-TZVPD basis set", "species": ["C", "C", "H", "H", "H", "H", "N", "N", "O", "O", "S"], "positions_angstrom": [[-0.287, 0.010, -0.305], [0.876, 0.255, 0.657], [-1.336, -1.756, 1.696], [0.084, -2.204, 1.078], [-1.767, -1.264, -0.804], [0.987, 1.894, -0.198], [-0.897, -2.115, 0.842], [-1.027, -1.091, -0.119], [1.429, 1.450, 0.544], [1.290, -0.580, 1.421], [-0.612, 1.076, -1.541]], "nbo_charge": [-0.013, 0.728, 0.353, 0.391, 0.408, 0.503, -0.627, -0.377, -0.641, -0.570, -0.155], "e_tot_ev": -20048.7115, "smiles": "NNC(=S)C(=O)O", "e_above_lowest_kj_mol": 74.4, "lumo_ev": -0.710, "spin_multiplicity": 1}

=====

No. 3
{"formula": "C3H3N3O2", "method": "ωB97M-V with the def2-TZVPD basis set", "species": ["C", "C", "C", "H", "H", "H", "N", "N", "N", "O", "O"], "positions_angstrom": [[1.840, -0.766, 0.039], [1.272, 0.453, -0.082], [-2.132, -0.195, -0.012], [2.962, -0.999, 0.312], [1.055, -1.694, 0.146], [1.837, 1.340, -0.273], [-0.068, 0.599, -0.105], [-0.807, 1.604, -0.045], [-2.075, 1.186, 0.154], [-3.111, -0.909, -0.074], [-0.772, -0.619, -0.061]], "nbo_charge": [-0.394, -0.087, 0.783, 0.245, 0.244, 0.243, 0.108, 0.087, -0.355, -0.542, -0.331], "e_tot_ev": -11720.4758, "smiles": "C=Cn1nnc(=O)o1", "e_above_lowest_kj_mol": 528.9, "lumo_ev": -0.855, "spin_multiplicity": 1}

=====

No. 4
{"formula": "C26H28FNOP2W", "method": "ωB97M-V with the def2-TZVPD basis set", "species": ["C", "C", "C", "C", "C", "C", "C", "C", "C", "C", "C", "C", "C", "H", "H", "H", "H", "H", "H", "H", "N", "W", "C", "H", "H", "C", "H", "H", "P", "P", "C", "H", "H", "H", "C", "H", "H", "H", "C", "H", "H", "H", "C", "H", "H", "H", "C", "O", "H", "F", "C", "C", "C", "C", "C", "C", "H", "H", "H", "H"], "positions_angstrom": [[-2.279, 2.439, -2.551], [-1.995, 1.161, -2.045], [-0.643, 0.759, -2.018], [0.383, 1.739, -2.149], [0.074, 3.018, -2.660], [-1.259, 3.325, -2.918], [1.614, 1.321, -1.391], [2.072, -0.036, -1.849], [1.013, -0.984, -1.736], [1.322, -2.342, -1.513], [2.650, -2.749, -1.694], [3.663, -1.836, -2.020], [3.401, -0.470, -2.035], [-3.324, 2.739, -2.656], [0.880, 3.730, -2.892], [-1.511, 4.282, -3.384], [2.419, 2.107, -1.254], [2.895, -3.806, -1.578], [4.671, -2.194, -2.240], [4.199, 0.264, -2.235], [-0.334, -0.551, -1.553], [-0.284, -0.186, 0.608], [-2.985, 0.298, -1.311], [-2.969, -0.739, -1.682], [-3.996, 0.717, -1.402], [0.254, -3.199, -0.905], [-0.643, -3.223, -1.541], [0.628, -4.217, -0.744], [-2.593, 0.301, 0.499], [-0.237, -2.550, 0.750], [0.977, -3.214, 1.921], [0.714, -2.897, 2.942], [0.951, -4.315, 1.864], [1.987, -2.860, 1.677], [-1.729, -3.533, 1.105], [-1.439, -4.593, 1.154], [-2.158, -3.230, 2.069], [-2.473, -3.401, 0.309], [-3.033, 1.942, 1.115], [-4.080, 2.161, 0.844], [-2.935, 1.953, 2.213], [-2.377, 2.710, 0.685], [-3.891, -0.766, 1.206], [-3.723, -0.890, 2.285], [-4.862, -0.274, 1.041], [-3.898, -1.749, 0.720], [-0.908, -0.488, 2.530], [-1.320, -0.788, 3.589], [1.135, 1.059, -0.273], [4.256, 3.813, 1.954], [3.209, 2.916, 1.947], [3.503, 1.560, 1.994], [2.426, 0.650, 1.949], [1.081, 1.087, 1.885], [0.851, 2.483, 1.874], [1.913, 3.411, 1.899], [4.539, 1.232, 2.058], [2.625, -0.419, 1.891], [-0.173, 2.838, 1.777], [1.748, 4.487, 1.877]], "lowdin_spin": [0.001, 0.015, 0.025, 0.035, -0.004, 0.027, 0.026, 0.023, 0.018, 0.007, 0.003, 0.016, -0.002, 0.000, -0.001, 0.001, 0.001, 0.000, 0.001, 0.000, 0.001, 1.366, 0.014, 0.000, 0.001, 0.010, 0.000, 0.001, 0.056, 0.049, 0.011, 0.000, 0.001, 0.000, 0.015, 0.002, 0.000, 0.000, 0.014, 0.001, 0.000, 0.000, 0.011, 0.000, 0.001, 0.000, 0.099, 0.111, 0.006, 0.005, 0.014, -0.002, 0.015, -0.010, 0.014, -0.001, 0.000, 0.002, 0.002, 0.000], "e_tot_ev": -54057.9789, "e_above_lowest_kj_mol": 0.0, "lumo_ev": [-7.448, -8.995], "charge": 2, "spin_multiplicity": 3}

=====

No. 5
{"formula": "C15H32N3O6S", "method": "ωB97M-V with the def2-TZVPD basis set", "species": ["N", "C", "O", "C", "O", "N", "C", "C", "C", "C", "S", "O", "O", "O", "H", "H", "H", "H", "H", "H", "H", "H", "H", "H", "H", "H", "H", "H", "C", "C", "C", "C", "C", "C", "N", "O", "C", "C", "C", "H", "H", "H", "H", "H", "H", "H", "H", "H", "H", "H", "H", "H", "H", "H", "H", "H", "H"], "positions_angstrom": [[-0.096, 5.992, 0.263], [0.068, 5.766, 1.663], [0.433, 4.386, 1.933], [1.384, 3.954, 1.055], [2.396, 4.565, 0.861], [1.080, 2.753, 0.417], [0.097, 1.851, 1.020], [-1.383, 2.199, 0.870], [-1.856, 2.287, -0.597], [-2.860, 3.440, -0.798], [-2.784, 4.053, -2.455], [-1.729, 5.013, -2.546], [-2.842, 2.941, -3.360], [-4.134, 4.888, -2.593], [-1.001, 6.328, -0.026], [0.645, 6.534, -0.153], [0.836, 6.405, 2.106], [-0.868, 5.903, 2.208], [0.910, 2.937, -0.565], [0.338, 1.767, 2.082], [0.258, 0.874, 0.558], [-1.946, 1.398, 1.365], [-1.629, 3.118, 1.407], [-2.362, 1.360, -0.870], [-1.007, 2.420, -1.275], [-2.647, 4.277, -0.129], [-3.879, 3.091, -0.607], [-4.880, 4.267, -2.608], [1.817, -4.963, 1.471], [0.516, -4.236, 1.077], [-0.186, -4.964, -0.073], [0.518, -4.801, -1.420], [0.748, -3.325, -1.744], [1.482, -2.572, -0.632], [0.780, -2.819, 0.669], [-0.248, -2.059, 0.822], [2.957, -2.993, -0.577], [1.457, -1.076, -0.900], [-0.384, -4.217, 2.307], [2.540, -4.269, 1.900], [1.599, -5.717, 2.226], [2.289, -5.480, 0.638], [-1.207, -4.579, -0.160], [-0.267, -6.021, 0.189], [1.465, -5.346, -1.429], [-0.097, -5.250, -2.203], [1.320, -3.220, -2.669], [-0.221, -2.845, -1.915], [3.450, -2.554, 0.290], [3.460, -2.625, -1.472], [3.109, -4.067, -0.550], [0.442, -0.711, -1.039], [2.019, -0.856, -1.808], [1.915, -0.525, -0.078], [0.081, -3.662, 3.122], [-0.546, -5.244, 2.636], [-1.352, -3.769, 2.097]], "lowdin_spin": [0.000, 0.000, 0.000, 0.000, 0.000, 0.000, 0.000, 0.000, 0.000, 0.000, 0.000, 0.000, 0.000, 0.000, 0.000, 0.000, 0.000, 0.000, 0.000, 0.000, 0.000, 0.000, 0.000, 0.000, 0.000, 0.000, 0.000, 0.000, 0.003, 0.026, 0.016, 0.001, 0.017, 0.026, 0.385, 0.516, 0.003, -0.001, -0.001, 0.002, 0.000, 0.000, 0.002, 0.002, 0.000, 0.001, 0.002, 0.002, 0.001, 0.000, 0.000, 0.000, 0.000, 0.000, 0.000, 0.000, -0.001], "e_tot_ev": -43662.9663, "lumo_ev": [0.291, 0.289], "spin_multiplicity": 2}

=====

No. 6
{"formula": "C6H10O", "method": "ωB97M-V with the def2-TZVPD basis set", "species": ["C", "C", "C", "C", "C", "O", "C", "H", "H", "H", "H", "H", "H", "H", "H", "H", "H"], "positions_angstrom": [[-1.693, -0.405, 0.692], [-1.146, 0.107, -0.613], [-0.108, 1.210, -0.277], [0.851, 0.029, -0.018], [2.258, 0.015, 0.274], [0.428, -0.594, 1.252], [0.054, -0.771, -1.058], [-0.177, 0.038, 1.740], [-2.324, 0.281, 1.263], [-1.998, -1.448, 0.743], [-1.915, 0.335, -1.366], [0.212, 1.773, -1.158], [-0.334, 1.905, 0.541], [2.847, -0.868, 0.058], [2.682, 0.786, 0.908], [-0.009, -1.852, -0.903], [0.375, -0.543, -2.079]], "nbo_charge": [-0.362, -0.280, -0.417, 0.152, -0.297, -0.682, -0.403, 0.489, 0.179, 0.187, 0.217, 0.218, 0.202, 0.188, 0.184, 0.216, 0.210], "e_tot_ev": -8426.1038, "e_above_lowest_kj_mol": 495.6, "lumo_ev": [0.452, 0.686], "spin_multiplicity": 1}

=====

No. 7
{"formula": "C3H6N2O", "method": "ωB97M-V with the def2-TZVPD basis set", "species": ["N", "C", "C", "O", "C", "N", "H", "H", "H", "H", "H", "H"], "positions_angstrom": [[0.636, 0.934, 0.933], [0.360, -0.372, 0.405], [-0.904, -0.453, -0.465], [-2.112, -0.319, 0.228], [1.461, -0.555, -0.738], [1.949, 0.020, -1.621], [1.306, 0.903, 1.697], [1.046, 1.459, 0.168], [0.229, -1.065, 1.257], [-0.775, 0.282, -1.269], [-0.882, -1.454, -0.906], [-2.315, 0.619, 0.310]], "nbo_charge": [-0.808, -0.109, -0.069, -0.703, 0.216, -0.353, 0.373, 0.375, 0.239, 0.174, 0.186, 0.478], "e_tot_ev": -8234.5271, "smiles": "N#C[C@@H](N)CO", "e_above_lowest_kj_mol": 209.5, "lumo_ev": 0.634, "spin_multiplicity": 1}

=====

No. 8
{"formula": "C6H12O", "method": "ωB97M-V with the def2-TZVPD basis set", "species": ["C", "C", "C", "O", "C", "C", "C", "H", "H", "H", "H", "H", "H", "H", "H", "H", "H", "H", "H"], "positions_angstrom": [[-2.369, 0.329, -0.037], [-1.444, -0.895, 0.004], [-0.378, -1.042, -1.008], [0.528, -1.831, -0.896], [1.637, 0.160, 0.779], [2.498, 0.522, -0.417], [0.588, 0.865, 1.192], [-3.392, 0.007, 0.171], [-2.373, 0.779, -1.040], [-2.067, 1.087, 0.693], [-1.089, -1.190, 0.998], [-1.946, -1.749, -0.458], [-0.696, -0.595, -1.979], [1.922, -0.733, 1.337], [2.726, -0.375, -0.999], [3.449, 0.973, -0.102], [1.999, 1.250, -1.069], [0.335, 1.803, 0.708], [0.072, 0.636, 2.124]], "nbo_charge": [-0.611, -0.510, 0.458, -0.551, -0.141, -0.658, -0.453, 0.216, 0.207, 0.218, 0.236, 0.239, 0.100, 0.202, 0.232, 0.220, 0.206, 0.189, 0.199], "e_tot_ev": -8462.4595, "smiles": "CCC=O.C=CC", "e_above_lowest_kj_mol": 182.8, "lumo_ev": 1.051, "spin_multiplicity": 1}